Entry A
The following is a quantum chemistry calculation of an isolated ion of composition C5H10NOS and charge -1, from OMol25.

```
! RIJCOSX wB97M-V def2-TZVPD def2/J DEFGRID3
* xyz -1 1
C -1.66 2.09 -1.12
C -1.00 0.92 -0.42
C 0.50 0.83 -0.64
O 1.02 1.46 -1.55
N 1.22 0.11 0.23
C 0.71 -0.94 1.15
C 1.17 -2.31 0.75
S 0.10 -3.62 1.52
H -1.58 2.99 -0.50
H -2.73 1.94 -1.24
H -1.25 2.31 -2.11
H -1.21 0.97 0.64
H -1.41 -0.06 -0.66
H 2.18 -0.06 -0.05
H -0.37 -0.88 1.10
H 1.08 -0.66 2.13
H 2.20 -2.54 1.06
H 1.05 -2.54 -0.30
*
```

Output
* frontier orbital gap: 6.083 eV
* LUMO level: 3.47 eV
* highest occupied orbital energy: -2.62 eV
* SMILES: CCC(=O)NCC[S-]
* molar mass: 132.21 g mol⁻¹

Mulliken population analysis, charges in e, atoms 1 to 6: atom 1 (C): -1.228, atom 2 (C): -0.546, atom 3 (C): 0.573, atom 4 (O): -0.700, atom 5 (N): -0.137, atom 6 (C): -0.510

---

Entry B
The following is a quantum chemistry calculation of an isolated ion of composition C5H10NOS and charge -1, from OMol25.

```
! RIJCOSX wB97M-V def2-TZVPD def2/J DEFGRID3
* xyz -1 1
O 0.59 2.31 -3.28
C 0.07 1.56 -2.49
C 0.21 1.58 -1.07
N -0.57 0.56 -0.48
C 0.28 -0.69 -0.23
C -0.41 -1.60 0.78
C -0.13 -1.00 2.24
S 0.03 -2.16 3.56
H -0.52 0.70 -2.76
H 1.30 1.59 -0.85
H 0.04 2.72 -0.55
H -1.12 0.81 0.32
H 1.25 -0.30 0.15
H 0.63 -1.14 -1.25
H -0.32 -2.72 0.60
H -1.56 -1.49 0.59
H -0.70 -0.13 2.44
H 0.91 -0.61 2.29
*
```

Output
* frontier orbital gap: 5.489 eV
* LUMO level: 3.22 eV
* highest occupied orbital energy: -2.27 eV
* SMILES: O=CCNCCC[S-]
* molar mass: 132.21 g mol⁻¹

Mulliken population analysis, charges in e, atoms 1 to 6: atom 1 (O): -0.532, atom 2 (C): -0.038, atom 3 (C): -0.300, atom 4 (N): -0.394, atom 5 (C): -0.309, atom 6 (C): -0.663

---

Stability ranking, top and bottom: entry A is the most stable and entry B is the least stable.

---

Entry A
The following is a quantum chemistry calculation of an isolated ion of composition CH6N3OS and charge +1, from OMol25.

```
! RIJCOSX wB97M-V def2-TZVPD def2/J DEFGRID3
* xyz 1 1
C -0.11 -0.32 0.14
N -0.79 -1.13 0.95
N 1.14 -0.56 -0.23
N 1.97 0.14 -1.09
O -2.44 1.40 -0.24
S -0.81 1.17 -0.45
H -1.74 -0.91 1.07
H -0.38 -1.63 1.62
H 1.52 -1.53 0.03
H 1.50 0.90 -1.52
H 2.85 0.34 -0.59
H -2.72 2.14 0.31
*
```

Output
* frontier orbital gap: 9.521 eV
* LUMO level: -4.40 eV
* highest occupied orbital energy: -13.92 eV
* molar mass: 108.15 g mol⁻¹

Mulliken population analysis, charges in e, atoms 1 to 6: atom 1 (C): 0.769, atom 2 (N): -0.365, atom 3 (N): -0.040, atom 4 (N): -0.643, atom 5 (O): -0.440, atom 6 (S): 0.058

---

Entry B
The following is a quantum chemistry calculation of CH6N3OS as an isolated structure, from OMol25.

```
! RIJCOSX wB97M-V def2-TZVPD def2/J DEFGRID3
* xyz 1 1
C 0.42 -0.68 -0.46
N 1.24 -1.71 -0.42
N 0.52 0.47 0.24
N -0.58 1.41 0.28
O -0.56 -0.70 -1.38
S -1.43 1.63 1.74
H 2.05 -1.88 0.13
H 1.04 -2.61 -0.93
H 1.20 0.62 1.03
H -0.24 2.38 0.07
H -0.73 0.24 -1.72
H -2.93 0.84 1.42
*
```

Output
* frontier orbital gap: 10.048 eV
* LUMO level: -3.69 eV
* highest occupied orbital energy: -13.74 eV
* molar mass: 108.15 g mol⁻¹

Mulliken population analysis, charges in e, atoms 1 to 6: atom 1 (C): 0.674, atom 2 (N): -0.333, atom 3 (N): -0.039, atom 4 (N): -0.493, atom 5 (O): -0.432, atom 6 (S): -0.104

---

Stability ranking, top and bottom: entry A is the most stable and entry B is the least stable.

---

Entry A
The following is a quantum chemistry calculation of a 2-piece molecular cluster, C2H2IN overall, from OMol25.

```
! RIJCOSX wB97M-V def2-TZVPD def2/J DEFGRID3
* xyz 0 1
C -1.24 -0.34 1.54
C -0.23 0.08 0.66
N -2.04 -0.58 2.34
I 1.69 2.41 0.83
H -0.58 0.52 -0.26
H 0.63 -0.57 0.60
*
```

Output
* frontier orbital gap (spin up / spin down): 6.417 / 6.415 eV
* LUMO level (spin up / spin down): -3.46 / -3.47 eV
* highest occupied orbital energy (spin up / spin down): -9.88 / -9.88 eV
* molar mass: 166.95 g mol⁻¹

List of Mulliken charges in e, atom by atom: atom 1 (C): 0.387, atom 2 (C): -0.894, atom 3 (N): -0.250, atom 4 (I): -0.060, atom 5 (H): 0.410, atom 6 (H): 0.407

---

Entry B
The following is a quantum chemistry calculation of C2H2IN in the gas phase, from OMol25.

```
! RIJCOSX wB97M-V def2-TZVPD def2/J DEFGRID3
* xyz 0 1
N -0.27 2.13 0.00
C -0.39 1.00 0.03
C -0.28 -0.41 -0.03
I 2.19 -0.81 0.00
H -0.43 -0.85 0.86
H -0.82 -1.07 -0.87
*
```

Output
* frontier orbital gap: 8.289 eV
* LUMO level: -1.78 eV
* highest occupied orbital energy: -10.07 eV
* SMILES: N#CCI
* molar mass: 166.95 g mol⁻¹

List of Mulliken charges in e, atom by atom: atom 1 (N): -0.298, atom 2 (C): 0.455, atom 3 (C): -0.912, atom 4 (I): 0.058, atom 5 (H): 0.376, atom 6 (H): 0.321

---

Stability ranking, top and bottom: entry B is the most stable and entry A is the least stable.

---

Entry A
The following is a quantum chemistry calculation of C6H8O2 in the gas phase, from OMol25.

```
! RIJCOSX wB97M-V def2-TZVPD def2/J DEFGRID3
* xyz 0 1
O -2.25 -0.69 -0.73
C -1.26 -1.20 -0.24
C -0.24 -0.43 0.71
C 1.25 -0.73 0.39
C 1.48 0.08 -0.87
C 0.65 1.14 -0.79
C -0.29 1.05 0.46
O -1.54 1.67 0.20
H -1.15 -2.39 -0.15
H -0.60 -0.67 1.74
H 1.36 -1.77 0.35
H 1.82 -0.32 1.20
H 2.23 -0.27 -1.62
H 0.35 1.88 -1.48
H 0.27 1.59 1.23
H -2.09 1.06 -0.39
*
```

Output
* frontier orbital gap: 10.136 eV
* LUMO level: 0.62 eV
* highest occupied orbital energy: -9.52 eV
* SMILES: O=C[C@H]1CC=C[C@H]1O
* molar mass: 112.13 g mol⁻¹

Mulliken population analysis, charges in e, atoms 1 to 6: atom 1 (O): -0.513, atom 2 (C): 0.096, atom 3 (C): -0.045, atom 4 (C): -0.787, atom 5 (C): -0.383, atom 6 (C): -0.461

---

Entry B
The following is a quantum chemistry calculation of C6H8O2 in the gas phase, from OMol25.

```
! RIJCOSX wB97M-V def2-TZVPD def2/J DEFGRID3
* xyz 0 1
C -0.77 1.17 -0.50
C -1.52 -0.21 -0.37
O -1.36 -0.47 1.03
C -0.04 -0.30 1.14
C 0.51 0.87 0.17
C 1.51 -0.15 -0.31
C 0.49 -1.20 -0.09
O -0.69 -1.08 -1.00
H -1.30 2.00 -0.01
H -0.64 1.31 -1.56
H -2.56 -0.52 -0.66
H 0.34 -0.49 2.18
H 0.99 1.71 0.70
H 2.05 -0.14 -1.26
H 2.25 -0.26 0.49
H 0.73 -2.24 0.05
*
```

Output
* frontier orbital gap: 10.600 eV
* LUMO level: 0.98 eV
* highest occupied orbital energy: -9.62 eV
* SMILES: C1[C@@H]2O[C@@H]3[C@H]1C[C@@H]3O2
* molar mass: 112.13 g mol⁻¹

Mulliken population analysis, charges in e, atoms 1 to 6: atom 1 (C): -0.682, atom 2 (C): 0.000, atom 3 (O): -0.462, atom 4 (C): -0.172, atom 5 (C): -0.293, atom 6 (C): -0.551

---

Entry C
The following is a quantum chemistry calculation of C6H8O2 in the gas phase, from OMol25.

```
! RIJCOSX wB97M-V def2-TZVPD def2/J DEFGRID3
* xyz 0 1
C -0.11 -1.67 2.80
C -0.87 -2.08 1.75
O -1.05 -1.39 0.59
C 0.02 -0.60 0.23
C -0.13 0.63 -0.26
O 1.01 1.37 -0.59
C 0.92 1.99 -1.83
C 0.01 1.76 -2.77
H 0.52 -0.74 2.79
H -0.03 -2.34 3.64
H -1.44 -2.98 1.87
H 0.97 -1.10 0.39
H -1.05 1.22 -0.30
H 1.82 2.53 -2.08
H 0.17 2.34 -3.68
H -0.76 1.05 -2.55
*
```

Output
* frontier orbital gap: 9.831 eV
* LUMO level: 1.09 eV
* highest occupied orbital energy: -8.75 eV
* SMILES: C=CO/C=C/OC=C
* molar mass: 112.13 g mol⁻¹

Mulliken population analysis, charges in e, atoms 1 to 6: atom 1 (C): -0.704, atom 2 (C): -0.018, atom 3 (O): -0.375, atom 4 (C): -0.293, atom 5 (C): -0.480, atom 6 (O): -0.386

---

Stability ranking, top and bottom: entry A is the most stable and entry C is the least stable.

---

Entry A
The following is a quantum chemistry calculation of C6H8O2 as an isolated structure, from OMol25.

```
! RIJCOSX wB97M-V def2-TZVPD def2/J DEFGRID3
* xyz 0 1
C 1.84 -0.19 0.33
C 0.86 0.97 -0.49
C -0.61 0.77 0.56
C -0.14 -1.14 0.04
C -1.69 -1.23 -0.08
C -2.08 0.09 0.09
H 2.23 0.05 1.29
H 2.85 -0.33 -0.32
H 0.70 0.89 -1.60
H 1.15 2.14 -0.52
H -0.84 1.75 1.18
H 0.06 -0.54 -0.91
H -2.53 -2.01 -0.58
H -2.97 0.63 -0.29
O -0.16 -0.29 1.19
O 1.34 -1.55 0.10
*
```

Output
* frontier orbital gap: 10.060 eV
* LUMO level: 0.87 eV
* highest occupied orbital energy: -9.19 eV
* molar mass: 112.13 g mol⁻¹

Mulliken population analysis, charges in e, atoms 1 to 6: atom 1 (C): -0.274, atom 2 (C): -0.750, atom 3 (C): 0.152, atom 4 (C): 0.191, atom 5 (C): -0.565, atom 6 (C): -0.441

---

Entry B
The following is a quantum chemistry calculation of C6H8O2 in the gas phase, from OMol25.

```
! RIJCOSX wB97M-V def2-TZVPD def2/J DEFGRID3
* xyz 0 1
O -0.17 -2.32 -1.34
C 0.56 -1.43 -0.63
C 0.18 0.06 -0.95
C 0.76 1.39 -0.49
C 0.23 1.86 0.64
O -0.84 1.39 1.36
C -1.19 -0.05 1.17
C 0.04 -0.62 0.47
H -0.15 -2.22 -2.30
H 1.58 -1.77 -0.45
H -0.71 0.16 -1.50
H 1.71 1.95 -0.80
H 0.53 2.84 1.01
H -1.33 -0.46 2.18
H -2.11 -0.29 0.60
H 0.93 -0.49 1.03
*
```

Output
* frontier orbital gap: 9.371 eV
* LUMO level: 0.82 eV
* highest occupied orbital energy: -8.55 eV
* SMILES: O[C@H]1[C@@H]2C=COC[C@@H]12
* molar mass: 112.13 g mol⁻¹

Mulliken population analysis, charges in e, atoms 1 to 6: atom 1 (O): -0.535, atom 2 (C): 0.016, atom 3 (C): -0.058, atom 4 (C): -0.581, atom 5 (C): -0.131, atom 6 (O): -0.402

---

Entry C
The following is a quantum chemistry calculation of C6H8O2 in the gas phase, from OMol25.

```
! RIJCOSX wB97M-V def2-TZVPD def2/J DEFGRID3
* xyz 0 1
C 2.06 1.28 -0.18
C 0.99 0.52 0.04
C -0.30 1.06 0.23
C -1.53 0.48 -0.09
C -1.81 -0.84 -0.56
C 1.19 -0.95 0.00
O 1.97 -1.50 -0.70
O 0.51 -1.63 0.93
H 3.15 0.90 -0.16
H 1.96 2.38 -0.11
H -0.33 2.09 0.61
H -2.39 1.03 0.31
H -2.68 -0.83 -1.20
H -1.93 -1.48 0.33
H -1.02 -1.30 -1.16
H 0.16 -1.22 1.70
*
```

Output
* frontier orbital gap: 9.233 eV
* LUMO level: 0.25 eV
* highest occupied orbital energy: -8.98 eV
* SMILES: C=C(/C=C\C)C(=O)O
* molar mass: 112.13 g mol⁻¹

Mulliken population analysis, charges in e, atoms 1 to 6: atom 1 (C): -0.887, atom 2 (C): 1.002, atom 3 (C): -0.589, atom 4 (C): -0.044, atom 5 (C): -1.132, atom 6 (C): 0.214

---

Entry D
The following is a quantum chemistry calculation of C6H8O2 in the gas phase, from OMol25.

```
! RIJCOSX wB97M-V def2-TZVPD def2/J DEFGRID3
* xyz 0 1
C -1.21 0.74 1.92
C -0.19 0.97 0.81
O 0.04 1.45 -0.55
C 0.85 0.31 -0.87
C 1.20 -0.74 -1.91
C 0.18 -0.98 -0.81
O -0.05 -1.47 0.54
C -0.86 -0.33 0.88
H -0.74 0.80 2.91
H -2.25 1.06 1.88
H 0.78 0.94 1.32
H 1.74 0.34 -0.24
H 2.25 -1.04 -1.87
H 0.77 -0.80 -2.91
H -0.78 -0.94 -1.32
H -1.73 -0.31 0.22
*
```

Output
* frontier orbital gap: 10.277 eV
* LUMO level: 1.05 eV
* highest occupied orbital energy: -9.23 eV
* SMILES: C1[C@@H]2O[C@@H]3C[C@H]3O[C@@H]12
* molar mass: 112.13 g mol⁻¹

Mulliken population analysis, charges in e, atoms 1 to 6: atom 1 (C): -0.659, atom 2 (C): 0.025, atom 3 (O): -0.455, atom 4 (C): 0.080, atom 5 (C): -0.681, atom 6 (C): 0.025

---

Stability ranking, top and bottom: entry C is the most stable and entry A is the least stable.

---

Entry A
The following is a quantum chemistry calculation of C6H8O2 in the gas phase, from OMol25.

```
! RIJCOSX wB97M-V def2-TZVPD def2/J DEFGRID3
* xyz 0 1
O -0.01 -2.26 -0.52
C -0.93 -1.48 0.45
C -0.45 -0.06 0.33
C -0.97 0.82 1.22
C -0.11 2.03 0.96
C 0.60 1.85 -0.12
C 0.63 0.32 -0.42
O 0.97 -0.13 -1.74
H 0.87 -2.83 0.02
H -0.93 -2.03 1.63
H -2.03 -1.81 -0.13
H -1.51 0.54 2.05
H -0.04 2.96 1.53
H 1.51 2.50 -0.40
H 1.48 -0.05 0.44
H 0.34 -1.08 -1.61
*
```

Output
* frontier orbital gap: 8.631 eV
* LUMO level: 0.04 eV
* highest occupied orbital energy: -8.59 eV
* SMILES: OCC1=CC=C[C@@H]1O
* molar mass: 112.13 g mol⁻¹

Mulliken population analysis, charges in e, atoms 1 to 6: atom 1 (O): -0.615, atom 2 (C): -0.428, atom 3 (C): 0.209, atom 4 (C): -0.931, atom 5 (C): -0.209, atom 6 (C): -0.695

---

Entry B
The following is a quantum chemistry calculation of a 2-piece molecular cluster, C6H8O2 overall, from OMol25.

```
! RIJCOSX wB97M-V def2-TZVPD def2/J DEFGRID3
* xyz 0 1
C 1.40 -1.87 0.71
C 1.56 -0.78 0.09
C 1.68 0.43 -0.41
O 2.91 0.99 -0.53
H 1.43 -2.89 0.36
H 1.31 -1.95 1.74
H 0.87 0.90 -0.78
H 3.69 0.57 -0.17
C -2.07 1.57 -0.20
C -1.86 0.13 0.23
C -1.59 -0.96 -0.36
O -1.33 -2.01 -0.83
H -2.91 2.07 0.35
H -2.27 1.48 -1.23
H -1.20 2.07 -0.17
H -1.63 0.25 1.21
*
```

Output
* frontier orbital gap: 9.326 eV
* LUMO level: 0.63 eV
* highest occupied orbital energy: -8.70 eV
* SMILES: C=C=CO.CC=C=O
* molar mass: 112.13 g mol⁻¹

Mulliken population analysis, charges in e, atoms 1 to 6: atom 1 (C): -0.794, atom 2 (C): -0.008, atom 3 (C): 0.104, atom 4 (O): -0.520, atom 5 (H): 0.275, atom 6 (H): 0.253

---

Entry C
The following is a quantum chemistry calculation of C6H8O2 in the gas phase, from OMol25.

```
! RIJCOSX wB97M-V def2-TZVPD def2/J DEFGRID3
* xyz 0 1
O 0.51 1.49 -1.14
C 0.03 0.67 0.02
C -1.55 0.82 0.42
C -2.19 -0.19 -0.05
O -1.36 -0.97 -0.85
C -0.19 -0.72 -0.21
C 1.21 -1.16 -0.48
C 1.62 0.12 0.53
H 0.10 2.37 -1.02
H -1.98 1.39 1.25
H -3.38 -0.15 0.00
H -0.12 -0.97 0.89
H 1.51 -0.84 -1.44
H 1.65 -2.20 -0.15
H 1.67 -0.45 1.49
H 2.48 0.78 0.74
*
```

Output
* frontier orbital gap: 10.274 eV
* LUMO level: 0.87 eV
* highest occupied orbital energy: -9.41 eV
* SMILES: O[C@@]12C=CO[C@H]1CC2
* molar mass: 112.13 g mol⁻¹

Mulliken population analysis, charges in e, atoms 1 to 6: atom 1 (O): -0.535, atom 2 (C): 0.823, atom 3 (C): -0.689, atom 4 (C): -0.173, atom 5 (O): -0.418, atom 6 (C): -0.005

---

Stability ranking, top and bottom: entry B is the most stable and entry C is the least stable.